Entry 1:
ORCA calculation (ωB97M-V/def2-TZVPD) on C20H29N3O5S in the gas phase.

```
58
Properties=species:S:1:pos:R:3:mulliken_charge:R:1
C 0.9193 -1.4255 -2.0580 -0.50
C 2.3786 -1.8530 -2.1671 -0.59
C 2.6509 -3.2447 -1.5943 -0.74
H 3.6730 -3.5284 -1.8526 0.36
C 2.5120 -3.3450 -0.0747 -0.67
N 1.1355 -3.4003 0.3635 0.00
C 0.6163 -2.5458 1.2556 0.72
O 1.2309 -1.6426 1.7859 -0.64
C -0.8768 -2.7990 1.5274 -1.63
N -1.6906 -2.2496 0.4556 0.24
C -1.9571 -3.0364 -0.6140 0.67
O -1.5017 -4.1602 -0.7290 -0.70
C -2.8244 -2.4167 -1.6959 -0.24
H -2.1533 -2.0576 -2.4945 0.17
O -3.6720 -1.3713 -1.2762 -0.53
C -3.1198 -0.4982 -0.3873 0.44
C -3.6082 0.8004 -0.3376 -0.93
C -3.0853 1.7025 0.5739 -0.29
C -2.0719 1.2978 1.4180 -0.30
C -1.5816 0.0055 1.3945 -0.91
C -2.1119 -0.9112 0.4971 0.75
H -0.7919 -0.2535 2.0805 0.49
S -1.3624 2.4568 2.5984 1.19
O -2.3126 3.5165 2.7763 -0.76
O -0.9421 1.7005 3.7395 -0.73
N -0.0197 3.1073 1.8976 0.18
C -0.1841 4.2116 0.9907 -0.99
H 0.5178 5.0049 1.2790 0.41
C 0.0271 3.8831 -0.4914 -0.32
H -0.3246 4.7448 -1.0629 0.39
C 1.5008 3.6400 -0.8267 -0.89
H 2.1005 4.3279 -0.2273 0.32
H 1.6787 3.8951 -1.8739 0.44
C 1.9879 2.2031 -0.5976 -0.76
C 1.3170 1.4745 0.5678 0.68
C 1.1797 2.3089 1.8462 -1.44
H 2.0456 2.9670 1.9670 0.43
H 1.1242 1.6495 2.7131 0.43
H 1.8909 0.5765 0.8006 0.57
H 0.3215 1.1471 0.2657 -0.38
H 1.8151 1.6150 -1.5020 0.18
H 3.0672 2.2302 -0.4333 0.34
H -0.5827 3.0253 -0.7788 0.19
H -1.1964 4.5801 1.1609 0.41
H -3.4565 2.7115 0.6455 0.55
H -4.4019 1.0762 -1.0128 0.50
H -3.4676 -3.1936 -2.1164 0.32
H -1.1642 -2.3371 2.4718 0.59
H -1.0686 -3.8744 1.5648 0.54
H 0.5289 -4.0831 -0.0736 0.26
H 2.9669 -2.4808 0.4146 0.37
H 3.0230 -4.2509 0.2720 0.32
H 1.9782 -3.9689 -2.0605 0.31
H 2.6655 -1.8598 -3.2214 0.36
H 3.0088 -1.1221 -1.6569 0.30
H 0.7439 -0.5278 -2.6476 0.45
H 0.2695 -2.2149 -2.4319 0.38
H 0.6544 -1.2075 -1.0276 -0.32
```

Results
- Total energy: -46754.6406 eV
- HOMO level: -8.7672 eV
- LUMO level: 0.57 eV
- ΔE to the lowest compared entry with this formula, charge and spin: 1.184 eV
- Multiplicity: 1
- HOMO-LUMO gap: 9.3 eV
- Structure (SMILES): CCCCNC(=O)CN1C(=O)COc2ccc(S(=O)(=O)N3CCCCCC3)cc21
- Max |F|: 0.0210 hartree/bohr

***

Entry 2:
ORCA calculation (ωB97M-V/def2-TZVPD) on a molecular structure, C20H29N3OP2Tm.

```
56
Properties=species:S:1:pos:R:3:mulliken_charge:R:1
C -0.8469 -3.5936 2.0178 -0.63
C -0.3923 -2.6780 1.0712 0.08
C -1.3601 -1.8483 0.4286 0.61
C -2.7184 -1.7296 0.9052 0.39
C -3.1328 -2.7110 1.8729 -1.00
C -2.2003 -3.6673 2.3464 -0.71
C -3.4524 -0.5543 0.4179 -0.68
C -3.2548 -0.4251 -1.0672 1.04
C -1.8857 -0.5727 -1.5496 0.20
C -1.4574 0.0058 -2.7831 0.30
C -2.4273 0.5200 -3.6527 -0.61
C -3.7741 0.4783 -3.2792 -0.64
C -4.1937 0.0690 -2.0225 -0.99
H -0.1250 -4.2153 2.5431 0.39
H -4.1609 -2.6509 2.2416 0.44
H -2.5335 -4.4139 3.0655 0.38
H -4.3751 -0.0783 1.0070 0.48
H -2.1128 1.0599 -4.5359 0.40
H -4.5061 0.9055 -3.9596 0.37
H -5.2385 0.1218 -1.6852 0.45
N -0.9317 -0.9886 -0.6138 -0.17
Tm -0.6615 0.8061 0.5362 0.21
C 1.0839 -2.4158 0.8157 -1.27
H 1.2776 -2.3900 -0.2750 0.36
H 1.7190 -3.1629 1.3335 0.63
C 0.0380 0.1635 -3.0786 -1.22
H 0.6057 -0.7859 -2.9550 0.41
H 0.2063 0.5495 -4.1049 0.47
P 1.6167 -0.7675 1.4549 1.09
P 0.7951 1.3750 -1.8933 1.05
C 0.3931 2.9691 -2.6900 -1.31
H 0.8076 3.7746 -2.0717 0.35
H 0.8429 3.0283 -3.6878 0.43
H -0.6864 3.1249 -2.7703 0.35
C 2.5350 1.3354 -2.4417 -1.28
H 2.6228 1.6677 -3.4942 0.42
H 3.1452 2.0155 -1.8225 0.31
H 2.9581 0.3207 -2.3509 0.35
C 1.8110 -1.1997 3.2271 -1.39
H 2.4807 -2.0816 3.2623 0.46
H 2.2751 -0.3712 3.7776 0.38
H 0.8315 -1.4024 3.6757 0.31
C 3.3679 -0.9808 1.0543 -1.38
H 3.9474 -0.1261 1.4304 0.38
H 3.6917 -1.9127 1.5542 0.45
H 3.5237 -1.0568 -0.0295 0.33
H -2.7927 0.1566 1.1956 -0.10
H -1.0884 0.3768 2.3051 -0.07
N 2.0274 2.5926 2.9823 -0.36
C 1.7849 2.8574 1.6882 0.78
N 2.7408 3.5483 1.0154 -0.40
O 0.6504 2.5356 1.1532 -0.59
H 2.9137 2.8768 3.3978 0.17
H 1.3780 2.0336 3.5269 0.24
H 2.6104 3.7484 0.0294 0.19
H 3.6271 3.7641 1.4813 0.20
```

Results
- <S²>: 2.002
- Total energy: -75831.1219 eV
- HOMO level (spin up / spin down): -9.7918 / -9.7878 eV
- LUMO level (spin up / spin down): -2.70 / -2.67 eV
- Multiplicity: 3
- Charge: +1
- HOMO-LUMO gap (spin up / spin down): 7.1 / 7.1 eV
- Max |F|: 0.0842 hartree/bohr

***

Entry 3:
ORCA calculation (ωB97M-V/def2-TZVPD) on C20H29N7OS in the gas phase.

```
58
Properties=species:S:1:pos:R:3:mulliken_charge:R:1
C -5.9785 -2.3752 -1.3622 -0.73
H -5.8870 -1.4752 -1.9833 0.30
O -5.0632 -2.3565 -0.2984 -0.31
C -3.7244 -2.3115 -0.7140 -0.48
C -2.8312 -2.2704 0.5275 -0.42
N -3.0050 -1.0535 1.2641 1.06
C -2.4951 0.1864 1.0406 -0.36
N -2.9522 0.9777 1.9828 -0.18
N -3.7264 0.2303 2.7599 -0.82
N -3.7681 -0.9665 2.3546 -0.44
C -1.5340 0.5203 -0.0494 0.48
N -0.4034 -0.3977 0.0773 0.84
C 0.4144 -0.1930 1.2628 -0.45
H -0.2357 -0.0788 2.1314 0.56
C 1.3212 -1.4114 1.4479 -1.43
N 2.1317 -1.6041 0.2623 0.11
C 3.3844 -1.1137 0.2500 0.84
N 4.0249 -0.7290 1.2937 -0.44
C 5.3113 -0.3706 1.0097 -0.37
C 6.2512 0.0817 1.9280 -0.55
C 7.5177 0.4076 1.4849 -0.49
C 7.8631 0.2912 0.1432 -0.47
C 6.9436 -0.1558 -0.7894 -0.62
C 5.6770 -0.4821 -0.3488 0.93
S 4.3190 -1.0647 -1.2781 -0.35
H 7.2042 -0.2489 -1.8324 0.39
H 8.8600 0.5517 -0.1785 0.37
H 8.2538 0.7588 2.1927 0.37
H 5.9750 0.1675 2.9667 0.46
C 1.3418 -1.7284 -0.9375 -1.31
H 1.9945 -1.8391 -1.8038 0.58
C 0.4356 -0.5026 -1.1009 -0.49
H -0.1971 -0.6284 -1.9822 0.44
H 1.0699 0.3875 -1.2481 0.27
H 0.7232 -2.6270 -0.8408 0.25
H 1.9853 -1.2709 2.2993 0.52
H 0.7137 -2.3098 1.5928 0.26
H 1.0463 0.7051 1.1779 0.35
C -1.1862 2.0163 -0.0211 -1.55
H -0.3065 2.1888 -0.6454 0.62
H -0.9445 2.2919 1.0057 0.38
C -2.3318 2.9096 -0.5119 0.84
C -2.5069 2.8251 -2.0270 -1.41
H -2.7415 1.8136 -2.3518 0.29
H -3.3193 3.4733 -2.3466 0.43
H -1.5971 3.1447 -2.5321 0.32
C -2.0613 4.3556 -0.1024 -1.70
H -1.1247 4.7052 -0.5329 0.34
H -2.8615 5.0051 -0.4485 0.44
H -1.9988 4.4366 0.9794 0.42
H -3.2543 2.5830 -0.0230 0.24
H -2.0083 0.2788 -1.0094 0.08
H -3.1171 -3.0862 1.1941 0.43
H -1.7811 -2.3483 0.2349 -0.08
H -3.5490 -1.4240 -1.3444 0.28
H -3.4709 -3.2043 -1.3085 0.45
H -5.8317 -3.2580 -1.9972 0.29
H -6.9688 -2.4079 -0.9147 0.25
```

Results
- Total energy: -44523.4171 eV
- HOMO level: -7.9501 eV
- LUMO level: 0.36 eV
- ΔE to the lowest compared entry with this formula, charge and spin: 0.000 eV
- Multiplicity: 1
- HOMO-LUMO gap: 8.3 eV
- Structure (SMILES): COCCn1nnnc1[C@@H](CC(C)C)N1CCN(c2nc3ccccc3s2)CC1
- Max |F|: 0.0284 hartree/bohr

***

Entry 4:
ORCA calculation (ωB97M-V/def2-TZVPD) on a molecular structure, C20H29N8OS2Sc.

```
61
Properties=species:S:1:pos:R:3:mulliken_charge:R:1
Sc -0.4396 0.2582 -0.0038 -0.53
C -0.6170 -3.0187 3.0181 -1.86
C -0.2257 -2.0140 1.9949 1.07
N -0.9445 -1.0432 1.5839 1.75
N -2.2285 -0.7650 2.0198 -1.53
C -2.2666 -0.1424 3.2084 0.13
N -3.5248 0.0914 3.6594 -0.37
S -0.9477 0.4218 4.1266 -0.35
C 1.1012 -2.0563 1.3140 0.65
C 1.9688 -3.1251 1.4505 -1.10
C 3.2078 -3.0742 0.8234 -0.61
C 3.5384 -1.9591 0.0724 -1.18
C 2.5986 -0.9520 -0.0544 0.12
N 1.4010 -0.9882 0.5368 0.65
H -1.3420 -2.5933 3.7038 0.33
H -1.0682 -3.8852 2.5251 0.35
H 0.2436 -3.3543 3.5917 0.48
H -4.2868 -0.4299 3.2546 0.22
H -3.6242 0.4286 4.6017 0.25
H 1.6904 -3.9792 2.0500 0.52
H 3.9061 -3.8939 0.9290 0.50
H 4.4996 -1.8670 -0.4125 0.48
H 2.8126 -0.0795 -0.6619 0.47
C 1.3187 2.4814 1.0355 -0.50
C 1.0953 3.0787 -0.3457 -0.91
N 0.3534 2.1090 -1.2022 0.23
C -0.7494 2.7191 -1.9954 -0.84
C -1.8994 3.2228 -1.1382 -0.74
S -2.5722 1.9287 -0.0460 -0.15
C -2.3541 2.6534 1.5976 -0.15
C -0.9065 2.9556 1.9362 -1.09
N 0.0529 1.8923 1.5217 0.01
H 2.0736 1.6922 1.0016 0.15
H 1.6961 3.2488 1.7164 0.57
H 0.5203 3.9997 -0.2795 0.31
H 2.0474 3.3468 -0.8045 0.47
H 1.0197 1.7442 -1.8748 0.28
H -0.3698 3.5425 -2.6077 0.44
H -1.1202 1.9507 -2.6789 0.41
H -1.6091 4.0739 -0.5244 0.40
H -2.6970 3.5702 -1.7933 0.55
H -2.9570 3.5593 1.6640 0.64
H -2.7929 1.9237 2.2760 -0.02
H -0.6043 3.8889 1.4639 0.48
H -0.8255 3.1028 3.0145 0.52
H 0.2024 1.3185 2.3716 0.16
O -2.0752 -0.9596 -0.9303 -0.33
H -2.8426 -1.1377 -0.3615 0.23
H -2.2541 -1.2601 -1.8276 0.26
N 2.4183 -3.8113 -6.1947 -0.34
C 1.9659 -3.1635 -5.3625 -0.32
C 1.3988 -2.3555 -4.3208 0.68
C 1.2917 -0.9773 -4.4672 -1.00
C 0.7468 -0.2467 -3.4282 -0.31
N 0.3218 -0.7845 -2.2773 0.59
C 0.4178 -2.1196 -2.1635 -0.38
C 0.9399 -2.9394 -3.1437 -0.97
H 1.6187 -0.4844 -5.3716 0.56
H 0.6313 0.8227 -3.5550 0.44
H 0.0573 -2.5571 -1.2403 0.67
H 0.9888 -4.0088 -2.9957 0.54
```

Results
- Total energy: -77539.8176 eV
- HOMO level: -13.1405 eV
- LUMO level: -6.63 eV
- ΔE to the lowest compared entry with this formula, charge and spin: 0.908 eV
- Multiplicity: 1
- Charge: +2
- HOMO-LUMO gap: 6.5 eV
- Max |F|: 0.0185 hartree/bohr

***

> Which value of multiplicity does entry 2 give?

3